[1]
DFT (wB97M-V/def2-TZVPD) results for 9 unconnected molecules or ions with the total composition C36H72O9 at a distorted geometry.

Computed properties:
E_HOMO (Ha): -0.345
Total energy (hartree): -2091.8637
Spin multiplicity: 1
Orbital gap (Ha): 0.3625
SMILES string: C1CCOC1.C1CCOC1.C1CCOC1.C1CCOC1.C1CCOC1.C1CCOC1.C1CCOC1.C1CCOC1.C1CCOC1
ΔE to the lowest compared entry with this formula, charge and spin (kJ/mol): 101.75

Geometry as XYZ:
```
117
C36H72O9 wB97M-V/def2-TZVPD
C 1.34 -5.30 1.63
C 1.42 -6.37 0.56
C 2.77 -7.07 0.81
O 3.41 -6.34 1.84
C 2.42 -5.71 2.63
H 0.37 -5.16 2.11
H 1.61 -4.36 1.15
H 1.43 -5.93 -0.44
H 0.61 -7.10 0.55
H 3.36 -7.09 -0.11
H 2.65 -8.13 1.08
H 2.87 -4.82 3.07
H 1.96 -6.35 3.39
C 1.03 6.57 0.36
C 1.59 5.15 0.52
C 0.63 4.27 -0.24
O -0.64 4.89 -0.08
C -0.49 6.29 0.14
H 1.48 6.99 -0.54
H 1.18 7.13 1.27
H 1.52 4.87 1.57
H 2.60 4.97 0.16
H 0.57 3.27 0.20
H 0.86 4.13 -1.31
H -1.03 6.52 1.06
H -0.83 6.87 -0.72
C -3.31 2.34 -1.67
C -2.08 2.63 -2.57
C -2.23 4.13 -2.93
O -3.53 4.53 -2.54
C -3.93 3.72 -1.45
H -3.07 1.85 -0.73
H -3.99 1.69 -2.23
H -2.12 2.00 -3.45
H -1.14 2.52 -2.02
H -2.15 4.35 -4.00
H -1.46 4.72 -2.43
H -5.02 3.72 -1.40
H -3.60 4.18 -0.51
C -0.81 -0.96 1.96
C -1.51 -0.41 0.73
C -0.38 -0.40 -0.33
O 0.57 -1.36 0.12
C 0.15 -1.96 1.33
H -1.48 -1.40 2.71
H -0.32 -0.16 2.51
H -1.93 0.59 0.83
H -2.33 -1.04 0.38
H 0.10 0.58 -0.26
H -0.75 -0.63 -1.33
H 1.05 -2.18 1.89
H -0.39 -2.90 1.13
C -2.60 2.01 3.49
C -2.97 2.36 4.94
C -1.61 2.09 5.62
O -0.64 2.31 4.62
C -1.22 2.62 3.35
H -3.29 2.49 2.79
H -2.64 0.93 3.32
H -3.79 1.75 5.31
H -3.19 3.42 5.02
H -1.55 1.06 5.97
H -1.48 2.78 6.46
H -0.61 2.25 2.53
H -1.38 3.70 3.24
C -2.24 -6.01 -0.83
C -2.10 -5.68 0.63
C -3.49 -5.09 0.91
O -3.84 -4.40 -0.29
C -3.01 -4.82 -1.39
H -2.78 -6.96 -0.92
H -1.31 -6.26 -1.35
H -1.35 -4.91 0.85
H -1.82 -6.57 1.20
H -3.43 -4.41 1.75
H -4.22 -5.89 1.05
H -2.34 -4.00 -1.65
H -3.62 -5.14 -2.23
C 3.72 0.84 -3.23
C 2.77 1.04 -2.04
C 3.60 1.87 -1.05
O 4.94 1.51 -1.28
C 5.13 1.19 -2.67
H 3.49 1.55 -4.02
H 3.73 -0.18 -3.61
H 2.53 0.06 -1.62
H 1.83 1.56 -2.23
H 3.26 1.67 -0.03
H 3.46 2.93 -1.30
H 5.82 0.35 -2.64
H 5.57 2.03 -3.20
C -1.24 -1.36 -4.42
C -1.88 -2.74 -4.39
C -2.76 -2.67 -5.66
O -2.52 -1.42 -6.30
C -1.22 -1.00 -5.89
H -0.27 -1.31 -3.91
H -1.86 -0.62 -3.90
H -2.50 -2.87 -3.51
H -1.13 -3.52 -4.52
H -3.83 -2.76 -5.45
H -2.52 -3.47 -6.36
H -1.09 0.06 -6.06
H -0.43 -1.53 -6.44
C 4.55 1.52 2.62
C 3.10 1.15 2.97
C 2.45 2.48 3.39
O 3.46 3.49 3.21
C 4.41 2.99 2.29
H 5.02 0.86 1.90
H 5.17 1.41 3.51
H 3.10 0.49 3.85
H 2.56 0.55 2.24
H 2.05 2.44 4.40
H 1.57 2.72 2.78
H 5.37 3.48 2.46
H 4.09 3.24 1.27
```



[2]
DFT (wB97M-V/def2-TZVPD) results for a molecular structure, C36H74BrF3I2N2O22P6 at a distorted geometry.

Computed properties:
E_HOMO (Ha): -0.305
Total energy (hartree): -8697.9936
Spin multiplicity: 1
Orbital gap (Ha): 0.2893

Geometry as XYZ:
```
146
C36H74BrF3I2N2O22P6 wB97M-V/def2-TZVPD
C 1.71 -2.85 3.43
C 2.66 -2.17 2.29
O 2.35 -0.75 2.32
C 2.90 -0.09 1.12
C 3.87 1.08 1.67
O 3.47 1.40 2.98
C 2.45 2.34 3.26
C 3.20 3.78 3.51
C 2.75 4.57 4.81
N 3.29 5.98 4.67
C 1.28 2.64 2.24
C 0.14 1.52 2.06
C -1.35 2.15 2.28
O -2.23 1.60 1.24
C -2.45 0.18 1.46
C 1.84 1.85 4.70
O 0.53 2.39 4.99
C 0.01 1.93 6.21
F -0.12 2.99 7.15
F 0.75 0.91 6.84
F -1.28 1.39 5.94
P 4.33 2.45 0.46
N 3.28 2.66 -0.78
C 5.29 0.27 1.95
O 6.05 0.00 0.78
C 6.53 -1.35 0.63
C 5.57 -2.31 -0.25
I 4.99 -4.29 0.44
C 5.07 -1.85 -1.49
C 5.36 -0.46 -2.20
I 3.74 -3.21 -2.62
C 7.90 -1.23 -0.23
C 8.84 -0.04 0.05
C 10.13 0.14 -0.77
C 10.53 -0.86 -1.90
C 9.64 -2.10 -2.17
C 8.33 -2.25 -1.31
P 6.29 1.52 3.05
O 7.21 2.57 2.01
Br 7.70 0.32 4.39
H 2.32 -3.57 4.08
H 1.34 -1.99 4.10
H 0.80 -3.34 2.96
H 2.39 -2.66 1.28
H 3.75 -2.39 2.59
H 3.42 -0.91 0.53
H 2.01 0.26 0.50
H 2.94 4.44 2.59
H 4.34 3.68 3.50
H 1.61 4.71 4.93
H 3.23 4.12 5.75
H 4.23 5.97 4.26
H 3.25 6.46 5.58
H 0.72 3.57 2.65
H 1.60 2.95 1.18
H 0.09 1.10 0.98
H 0.23 0.65 2.81
H -1.76 1.90 3.32
H -1.34 3.29 2.07
H -3.44 -0.08 0.92
H -1.65 -0.48 0.94
H -2.50 0.02 2.58
H 1.70 0.71 4.55
H 2.61 1.94 5.54
H 5.60 2.26 -0.22
H 4.44 3.75 1.08
H 2.53 1.97 -0.65
H 5.07 -0.61 2.65
H 6.77 -1.89 1.61
H 4.53 -0.31 -2.99
H 6.36 -0.54 -2.75
H 5.32 0.46 -1.53
H 8.54 0.69 0.87
H 10.77 1.06 -0.55
H 11.49 -0.76 -2.53
H 9.87 -2.88 -2.97
H 7.71 -3.18 -1.56
H 8.17 2.42 2.17
C 12.32 0.05 5.01
O 13.42 0.19 4.11
P 13.12 0.32 2.54
O 11.97 1.19 2.19
O 13.01 -1.19 2.04
C 11.82 -1.92 2.31
O 14.52 0.79 1.95
C 15.70 0.08 2.31
H 12.17 0.98 5.55
H 11.39 -0.21 4.49
H 12.55 -0.75 5.71
H 10.94 -1.26 2.31
H 11.91 -2.41 3.29
H 11.68 -2.68 1.55
H 15.47 -0.88 2.79
H 16.29 0.69 2.99
H 16.28 -0.12 1.41
C -8.82 1.15 -2.23
O -7.54 1.53 -1.75
P -6.28 1.37 -2.72
O -6.52 1.77 -4.13
O -5.82 -0.15 -2.52
C -6.58 -1.18 -3.15
O -5.13 2.19 -1.97
C -4.90 1.93 -0.59
H -9.41 2.04 -2.43
H -8.76 0.55 -3.14
H -9.32 0.56 -1.46
H -6.99 -0.84 -4.10
H -7.38 -1.49 -2.48
H -5.93 -2.03 -3.33
H -5.39 1.02 -0.25
H -5.27 2.78 -0.01
H -3.83 1.83 -0.43
C -14.00 2.96 -2.91
O -14.24 1.60 -2.55
P -13.07 0.53 -2.76
O -11.71 1.00 -2.40
O -13.23 0.07 -4.29
C -12.78 0.94 -5.32
O -13.58 -0.74 -1.95
C -14.91 -1.20 -2.17
H -13.88 3.56 -2.01
H -13.12 3.07 -3.53
H -14.87 3.32 -3.46
H -11.90 1.50 -5.00
H -13.58 1.62 -5.59
H -12.51 0.34 -6.19
H -15.36 -0.76 -3.06
H -15.52 -0.96 -1.30
H -14.89 -2.29 -2.29
C -11.11 -3.46 -4.95
O -10.41 -4.68 -5.14
P -8.81 -4.67 -4.99
O -8.28 -3.86 -3.88
O -8.29 -4.24 -6.45
C -8.37 -2.87 -6.82
O -8.44 -6.22 -4.93
C -8.98 -7.09 -5.92
H -11.63 -3.48 -3.99
H -10.45 -2.59 -4.97
H -11.85 -3.36 -5.75
H -8.23 -2.21 -5.96
H -9.34 -2.68 -7.28
H -7.59 -2.66 -7.55
H -9.42 -6.55 -6.76
H -9.76 -7.72 -5.46
H -8.19 -7.74 -6.30
```



[3]
DFT (wB97M-V/def2-TZVPD) results for 7 unconnected molecules or ions with the total composition C36H75Cl3F8O at a distorted geometry.

Computed properties:
E_HOMO (Ha): -0.389
Total energy (hartree): -3671.2389
Spin multiplicity: 1
Orbital gap (Ha): 0.4043
SMILES string: FC(F)C(F)(F)COC(F)(F)C(F)F.ClC(Cl)Cl.CCCCCC.CCCCCC.CCCCCC.CCCCCC.CCCCCC

Geometry as XYZ:
```
123
C36H75Cl3F8O wB97M-V/def2-TZVPD
C 0.04 4.02 -6.28
C 1.23 3.20 -5.76
C 1.48 1.96 -6.56
F 0.48 1.08 -6.55
F 1.67 2.17 -7.86
F 2.29 3.99 -5.76
F 1.01 2.85 -4.50
O -0.06 4.36 -7.66
C 0.96 5.38 -8.12
C 0.64 5.79 -9.56
F -0.40 6.50 -9.66
F 1.58 6.44 -10.13
F 1.06 6.49 -7.34
F 2.12 4.75 -8.13
H -0.09 4.93 -5.70
H -0.84 3.41 -6.03
H 2.37 1.51 -6.10
H 0.57 5.02 -10.33
C 2.69 -3.37 2.20
C 1.49 -3.16 3.09
C 0.63 -1.94 2.74
C -0.23 -1.98 1.42
C -0.96 -0.68 1.04
C -2.10 -0.27 1.97
H 3.22 -4.26 2.53
H 3.32 -2.48 2.23
H 2.38 -3.52 1.16
H 0.71 -3.90 2.94
H 1.85 -3.13 4.12
H 1.27 -1.05 2.78
H -0.01 -1.67 3.57
H 0.31 -2.33 0.54
H -0.99 -2.75 1.60
H -0.20 0.09 1.11
H -1.44 -0.62 0.06
H -2.60 0.65 1.67
H -2.90 -1.01 2.01
H -1.64 -0.17 2.95
C -2.36 -8.51 5.43
C -2.86 -7.81 6.68
C -2.82 -6.31 6.58
C -3.47 -5.50 7.73
C -2.85 -5.70 9.11
C -3.07 -4.48 9.94
H -2.85 -8.02 4.59
H -2.50 -9.59 5.45
H -1.30 -8.27 5.39
H -3.92 -8.06 6.77
H -2.37 -8.00 7.63
H -3.25 -5.97 5.64
H -1.79 -5.98 6.47
H -3.15 -4.56 7.28
H -4.54 -5.71 7.73
H -3.33 -6.59 9.51
H -1.78 -5.85 9.00
H -2.44 -4.46 10.82
H -2.74 -3.58 9.43
H -4.07 -4.21 10.27
C 0.14 7.23 3.56
C 0.78 8.50 4.14
C 2.34 8.62 3.83
C 2.98 10.02 4.26
C 4.43 10.30 4.00
C 4.92 10.46 2.57
H 0.52 7.04 2.56
H -0.91 7.38 3.35
H 0.31 6.34 4.18
H 0.21 9.34 3.73
H 0.49 8.68 5.18
H 2.38 8.56 2.74
H 2.85 7.78 4.30
H 2.54 10.95 3.88
H 2.73 10.13 5.32
H 4.75 11.18 4.56
H 5.06 9.52 4.42
H 4.88 9.49 2.09
H 4.37 11.19 1.98
H 5.99 10.68 2.62
C 10.87 -7.61 1.23
C 9.99 -8.47 0.29
C 8.62 -7.86 -0.13
C 7.90 -8.78 -1.16
C 6.51 -8.28 -1.67
C 5.42 -8.64 -0.72
H 11.62 -8.28 1.65
H 10.30 -7.28 2.09
H 11.41 -6.80 0.72
H 10.61 -8.56 -0.60
H 9.93 -9.51 0.60
H 8.75 -6.82 -0.44
H 7.87 -7.76 0.65
H 8.50 -8.95 -2.05
H 7.87 -9.79 -0.73
H 6.61 -7.22 -1.90
H 6.43 -8.77 -2.64
H 5.67 -8.61 0.34
H 4.53 -8.07 -1.01
H 5.16 -9.68 -0.88
C -8.70 7.98 -6.51
C -8.26 6.90 -5.39
C -8.96 5.48 -5.48
C -8.61 4.53 -4.32
C -9.50 3.29 -4.31
C -9.11 2.33 -3.17
H -8.82 7.46 -7.46
H -7.91 8.69 -6.74
H -9.61 8.56 -6.38
H -7.17 6.83 -5.38
H -8.53 7.47 -4.50
H -8.76 5.10 -6.48
H -10.04 5.58 -5.47
H -7.58 4.17 -4.40
H -8.76 5.15 -3.44
H -10.49 3.72 -4.17
H -9.52 2.78 -5.27
H -9.82 2.30 -2.35
H -9.14 1.27 -3.41
H -8.11 2.44 -2.74
C -0.42 -5.85 -6.09
Cl 1.13 -5.09 -6.49
Cl -1.59 -5.85 -7.49
Cl -1.27 -5.13 -4.74
H -0.24 -6.90 -5.86
```



Which of these has the lowest total energy?
C36H74BrF3I2N2O22P6



Which of these has the lowest total energy?
C36H74BrF3I2N2O22P6



Which value of spin multiplicity does entry 2 give?
1



Which of these has the lowest E_HOMO?
C36H75Cl3F8O